C6H21LiNO4 | ωB97M-V with the def2-TZVPD basis set

The geometry in XYZ format:
```
33
C6H21LiNO4 (ωB97M-V with the def2-TZVPD basis set)
C 3.981 -24.170 -10.330
H 10.773 -23.004 -10.200
O 11.456 -20.061 -14.662
C 11.434 -20.061 -16.132
H 11.709 -22.240 -16.160
H 4.079 -20.909 -12.637
H 5.416 -20.317 -10.861
H 4.831 -24.210 -9.648
H 12.266 -19.640 -14.366
H 4.651 -23.439 -12.804
H 10.291 -16.144 -10.300
H 11.481 -16.616 -11.108
C 5.108 -21.267 -12.630
O 10.757 -16.935 -10.570
H 5.854 -19.486 -12.163
H 5.898 -23.038 -11.698
H 5.629 -20.196 -14.424
H 6.457 -21.771 -14.384
C 12.147 -21.325 -16.559
C 4.916 -22.709 -12.039
C 5.589 -21.213 -14.033
H 13.171 -21.204 -16.205
O 3.921 -22.886 -11.031
O 10.119 -22.351 -9.949
Li 9.393 -19.868 -11.525
H 12.088 -21.477 -17.636
H 3.048 -24.387 -9.809
H 10.457 -20.019 -16.615
H 11.968 -19.185 -16.501
H 4.874 -21.771 -14.637
N 5.862 -20.413 -11.762
H 10.241 -22.239 -9.006
H 4.002 -25.077 -10.934
```

Summary:
max |F|	2.9	eV/Å
total charge	+1
HOMO-LUMO gap	0.29372	Ha
energy above the lowest of the compared OMol25 structures with the same formula, charge and spin	3.652	eV

Need the Löwdin charges? In units of e they are: -0.082 0.044 -0.120 -0.283 0.076 0.140 0.082 0.083 0.070 0.122 0.042 0.038 -0.459 -0.058 0.065 0.116 0.083 0.080 -0.097 -0.190 -0.075 0.077 -0.187 -0.057 0.871 0.079 0.086 0.109 0.109 0.087 0.025 0.043 0.081

=====

C4H8N | ωB97M-V with the def2-TZVPD basis set

The geometry in XYZ format:
```
13
C4H8N (ωB97M-V with the def2-TZVPD basis set)
H -1.663 -1.108 -1.602
C -0.754 -0.774 -1.170
C 1.172 1.544 -0.925
H 1.042 -1.471 -0.064
C -0.445 -1.029 1.417
H 0.271 -0.739 2.130
H 1.155 1.819 0.068
H -1.255 -0.328 1.345
H 2.058 0.946 -1.150
N 0.118 -1.069 0.013
C 0.058 0.179 -0.838
H -0.772 -2.021 1.657
H 0.770 2.250 -1.678
```

Summary:
max |F|	5.4	eV/Å
total charge	+1
structure (SMILES)	CC1=C[N@@H+]1C
HOMO-LUMO gap	0.44465	Ha
energy above the lowest of the compared OMol25 structures with the same formula, charge and spin	2.691	eV

Need the Löwdin charges? In units of e they are: 0.129 0.127 0.112 0.170 0.040 0.085 0.032 0.101 0.079 -0.048 -0.021 0.098 0.096